# 1
{
  "formula": "C19H38O",
  "method": "wB97M-V/def2-TZVPD",
  "homo_ev": -7.93,
  "e_above_lowest_ev": 21.150,
  "orbital_gap_ev": 8.7,
  "symbols": ["H", "H", "H", "C", "H", "H", "H", "H", "H", "H", "H", "C", "H", "H", "C", "H", "H", "C", "H", "H", "C", "H", "H", "H", "H", "C", "H", "C", "C", "C", "C", "O", "H", "H", "C", "H", "H", "H", "C", "C", "H", "H", "C", "H", "H", "H", "H", "H", "H", "H", "C", "C", "C", "H", "H", "C", "H", "C"],
  "positions_angstrom": [[3.015, -1.030, 1.862], [-7.332, -1.783, -0.668], [3.447, -3.036, -0.534], [5.100, 1.677, -0.262], [-0.598, -0.192, -1.102], [3.433, 1.067, 1.024], [-2.617, 2.140, 0.894], [-1.659, -0.122, 1.051], [5.486, -0.956, -1.235], [4.921, 1.374, -1.152], [2.495, -0.841, -0.826], [-3.667, 0.209, -0.871], [6.085, 1.721, -0.056], [-0.555, 1.211, 1.332], [-2.824, 1.362, -1.205], [-4.223, 0.749, 1.180], [-2.093, 1.288, -2.022], [3.766, -1.690, 1.213], [-4.934, -1.803, 0.422], [4.894, 3.564, -0.372], [1.295, -2.620, -1.606], [-0.451, 2.919, -1.110], [-7.286, -1.470, 1.698], [6.518, -0.669, -0.122], [0.650, 0.882, -0.640], [2.846, -2.649, 0.179], [-1.712, 3.817, -0.396], [-6.655, -0.608, 1.874], [-4.783, 0.241, 0.165], [-6.643, -0.966, -0.574], [4.707, -0.656, 0.459], [4.488, 2.787, -0.109], [4.331, -2.132, 1.774], [2.028, -2.767, -2.190], [4.450, 0.745, 0.486], [1.214, -0.778, 1.402], [5.786, -2.317, -0.272], [-6.009, -1.239, -1.599], [-1.945, 1.607, 0.140], [-0.194, 0.160, -0.117], [-7.358, 0.041, -0.871], [0.219, -1.824, 0.542], [1.760, -1.653, -0.389], [-0.564, 3.268, 0.745], [0.675, -1.767, -2.327], [-4.105, -0.138, -1.805], [2.294, -3.110, 0.925], [0.690, -3.376, -1.185], [-7.169, 0.082, 1.621], [-3.547, 2.308, -1.307], [-5.673, -0.825, 0.180], [-1.154, 0.705, 0.877], [5.715, -1.194, -0.302], [-5.961, -0.660, 2.533], [-5.385, 1.191, -0.044], [0.665, -1.077, 0.286], [-2.965, -0.855, -0.609], [-1.071, 3.176, -0.241]]
}

# 2
{
  "formula": "C19H38O2",
  "method": "wB97M-V/def2-TZVPD",
  "smiles": "CCCCCCCCCCCCCCCC(=O)OC(C)C",
  "homo_ev": -10.26,
  "e_above_lowest_ev": 0.370,
  "orbital_gap_ev": 11.2,
  "symbols": ["H", "O", "H", "H", "H", "H", "H", "C", "H", "C", "H", "C", "C", "C", "H", "H", "H", "H", "H", "C", "H", "C", "C", "H", "H", "H", "H", "H", "C", "H", "H", "H", "H", "H", "H", "H", "O", "H", "H", "H", "H", "C", "H", "C", "H", "H", "H", "C", "H", "C", "C", "C", "H", "C", "H", "H", "C", "C", "C"],
  "positions_angstrom": [[-3.837, 0.065, 1.648], [-2.674, 1.890, -1.935], [-1.569, 0.091, 2.727], [7.403, -0.863, -2.152], [-4.444, -0.302, -2.021], [2.251, -0.489, 0.547], [-3.034, -1.956, 2.791], [-2.917, 0.133, 1.061], [6.674, -0.743, -0.556], [-2.070, -1.943, 2.275], [-5.146, 4.566, 0.274], [-4.726, 4.101, -3.139], [-1.768, -0.511, 1.837], [1.343, -1.586, 2.909], [-2.212, -0.458, -0.883], [4.472, -2.563, 0.277], [0.244, -2.773, 1.480], [-5.147, 5.812, -0.982], [-1.377, -3.509, 3.545], [-3.763, 1.626, -1.496], [3.291, -1.967, -1.860], [-4.225, 0.241, -1.098], [-1.013, -2.534, 3.211], [3.670, -0.274, -1.574], [1.489, -1.580, 3.993], [0.919, -0.621, 2.630], [7.075, 1.493, -1.617], [5.227, -1.363, -3.168], [6.490, -0.584, -1.620], [-6.389, 4.550, -0.979], [0.807, -3.653, 2.894], [-4.073, 3.463, -3.728], [-4.536, 5.137, -3.405], [5.969, 1.059, -2.923], [-0.874, -0.497, 1.212], [2.015, -2.209, 0.241], [-4.730, 2.523, -1.300], [4.710, -0.844, 0.594], [-2.691, 1.193, 0.921], [-2.156, -2.586, 1.397], [5.679, -2.542, -1.938], [2.667, -1.483, 0.728], [-5.761, 3.858, -3.368], [-5.343, 4.764, -0.776], [-3.396, 4.083, -1.444], [-5.145, 0.328, -0.520], [3.084, -2.755, 2.415], [0.367, -2.709, 2.562], [-0.921, -1.902, 4.097], [-3.141, -0.498, -0.312], [-4.457, 3.891, -1.653], [4.019, -1.293, -1.400], [3.407, -1.044, 2.690], [6.205, 0.892, -1.874], [-3.435, -1.542, -0.200], [5.368, 1.237, -1.273], [2.705, -1.746, 2.232], [4.057, -1.567, 0.102], [5.366, -1.507, -2.094]]
}

# 3
{
  "formula": "C19H39N3O6RhSSbSi3",
  "method": "wB97M-V/def2-TZVPD",
  "homo_ev": [-6.29, -8.03],
  "e_above_lowest_ev": 0.794,
  "spin_multiplicity": 5,
  "orbital_gap_ev": [6.7, 6.8],
  "symbols": ["C", "H", "H", "Si", "H", "H", "H", "O", "H", "H", "N", "Si", "H", "O", "H", "H", "C", "C", "H", "S", "H", "H", "N", "H", "Sb", "H", "H", "H", "H", "H", "H", "O", "N", "C", "H", "H", "C", "C", "H", "H", "C", "O", "C", "H", "C", "O", "C", "C", "Si", "C", "Rh", "H", "H", "C", "H", "H", "H", "C", "H", "H", "C", "O", "H", "H", "C", "H", "H", "C", "H", "C", "H", "C", "H"],
  "positions_angstrom": [[2.176, -4.367, 0.882], [5.516, 1.287, 1.109], [1.221, -2.639, 3.240], [1.798, -1.378, -2.573], [2.371, -0.329, -4.707], [4.175, 0.016, 3.447], [3.279, 0.432, -3.397], [-2.478, 2.457, 0.436], [3.131, -1.391, 3.252], [0.215, -2.231, -4.241], [-0.197, 3.592, 1.220], [3.729, -0.391, 1.056], [-5.586, 0.880, -2.329], [-2.107, -1.475, 0.967], [1.776, -5.207, 1.454], [-0.148, -1.677, 2.621], [2.304, 0.030, -3.679], [-0.612, -3.772, -0.124], [-4.253, 1.782, -0.217], [1.497, 2.012, -0.979], [-1.278, -2.997, -0.485], [-4.574, -2.268, 0.329], [0.824, 4.455, 1.264], [-4.819, -1.443, -1.972], [1.455, -0.589, -0.136], [-0.349, -3.386, 2.971], [2.787, -3.624, -2.185], [-1.033, 7.624, 2.577], [1.764, 4.098, 1.183], [-4.055, 0.284, 1.385], [4.632, -2.719, 1.055], [-2.759, 6.935, 0.232], [-4.312, 0.852, -0.635], [4.952, -1.755, 0.677], [5.901, -1.507, 1.155], [-0.116, -2.955, -2.675], [-2.524, -0.636, 0.200], [-5.530, -1.050, -1.242], [3.080, -4.038, 1.382], [-1.183, -4.403, 0.559], [-1.899, 6.858, 1.055], [-1.630, 7.906, 1.875], [-5.568, 0.466, -1.323], [2.457, 0.228, 3.100], [0.160, -2.036, -3.168], [-3.639, 4.082, 1.445], [-0.980, 5.695, 1.205], [0.352, -2.644, 2.585], [0.832, -3.067, 0.824], [0.403, 5.732, 1.257], [-0.462, 1.592, 0.036], [-3.464, 0.792, -1.241], [5.135, -1.860, -0.396], [3.331, -0.388, 2.885], [-0.273, -4.396, -0.951], [2.438, -4.738, -0.106], [3.320, -2.924, -3.709], [-3.989, -0.182, 0.407], [1.579, 0.843, -3.643], [1.093, 6.556, 1.252], [-2.608, 3.602, 1.025], [-1.897, -0.080, -0.781], [4.039, -2.380, -2.192], [-6.501, -1.498, -1.440], [-5.025, -1.290, 0.183], [-0.630, -1.303, -2.990], [-6.402, 0.872, -0.753], [3.107, -2.703, -2.663], [-5.849, -1.188, 0.891], [-1.296, 4.321, 1.169], [3.946, 2.076, 0.937], [4.547, 1.227, 0.613], [4.701, 1.321, -0.462]]
}

# 4
{
  "formula": "C19H39N4O6P",
  "method": "wB97M-V/def2-TZVPD",
  "charge": -1,
  "homo_ev": [-5.04, -5.04],
  "e_above_lowest_ev": 0.000,
  "spin_multiplicity": 2,
  "orbital_gap_ev": [7.6, 7.6],
  "symbols": ["H", "C", "H", "H", "H", "H", "N", "H", "H", "H", "N", "H", "H", "N", "C", "H", "H", "P", "H", "O", "C", "H", "C", "C", "H", "H", "C", "C", "H", "H", "O", "H", "H", "H", "N", "C", "H", "H", "O", "H", "C", "H", "H", "H", "H", "C", "C", "O", "H", "C", "C", "C", "H", "C", "H", "H", "H", "C", "H", "H", "H", "O", "C", "H", "C", "O", "H", "C", "H"],
  "positions_angstrom": [[-4.745, -4.441, -3.538], [0.482, -5.838, -1.174], [-2.570, -6.486, -3.778], [-1.572, -7.460, -0.223], [-2.409, -7.407, -1.784], [4.388, 1.820, 1.723], [-0.911, -5.950, -1.568], [0.629, -5.887, -0.086], [-4.650, -4.054, -1.823], [2.135, 1.101, 3.463], [-1.421, -3.152, -1.259], [1.597, 6.969, 1.222], [-2.519, -2.409, 0.391], [2.003, 4.213, 2.157], [-1.436, -7.276, -1.296], [-1.288, -5.282, -3.986], [1.707, 3.822, -1.074], [-2.029, -4.717, -1.119], [-1.215, 4.348, 1.104], [0.445, 0.363, -0.735], [3.111, 5.330, 0.170], [-0.398, 1.469, 1.771], [-1.557, -2.273, -0.096], [-1.064, 3.541, 1.820], [-2.863, -5.009, -4.715], [-1.303, 2.009, 0.372], [4.078, 2.745, 2.208], [-0.530, 2.304, 1.086], [2.637, 2.587, 4.306], [1.049, -6.650, -1.637], [-3.503, 3.670, 1.659], [3.594, 6.098, 0.771], [0.679, -2.952, -1.434], [-0.767, -8.037, -1.703], [-2.824, -4.654, -2.685], [1.816, 4.836, 0.814], [0.371, 6.338, 0.155], [1.010, 2.469, 3.695], [-2.166, -4.883, 0.358], [2.779, 1.725, 0.267], [2.040, 2.183, 3.488], [4.567, 3.580, 1.713], [-3.216, 3.761, 0.743], [3.799, 4.530, -0.100], [-0.771, -2.458, 0.646], [-2.432, 3.195, 2.371], [-2.354, -5.410, -3.834], [-2.617, 2.532, 3.355], [0.320, 5.986, 1.918], [2.006, 1.940, 1.007], [0.953, 6.106, 1.044], [1.076, 3.914, -0.194], [1.701, 0.976, 1.407], [0.615, 1.571, -1.004], [0.152, 4.364, -0.553], [4.447, 2.724, 3.231], [-0.449, 3.865, 2.655], [-4.286, -4.738, -2.593], [-0.158, -3.330, -2.960], [-1.484, -1.232, -0.409], [-0.265, -1.725, -2.266], [2.747, 4.966, 2.895], [-0.236, -2.787, -2.014], [0.919, -4.913, -1.539], [2.541, 2.816, 2.165], [0.654, 2.099, -2.128], [-4.634, -5.749, -2.342], [0.776, 2.482, 0.262], [2.819, 5.815, -0.764]]
}

# 5
{
  "formula": "C19H40B2Br5N3O7P2",
  "method": "wB97M-V/def2-TZVPD",
  "smiles": "CCOC[C@@](CC(=O)Br)(O[C@@H](N=C=O)P(C)C)[C@@](B(C)O)(B(O)N(C)C)N(C)[PH2]=O.BrCCBr.BrCCBr",
  "homo_ev": -7.35,
  "e_above_lowest_ev": 5.006,
  "orbital_gap_ev": 7.3,
  "symbols": ["H", "H", "H", "N", "H", "Br", "H", "Br", "O", "C", "H", "C", "H", "C", "C", "H", "O", "C", "H", "H", "C", "H", "O", "Br", "Br", "H", "N", "H", "C", "B", "C", "H", "Br", "C", "C", "H", "C", "C", "H", "H", "H", "H", "N", "O", "H", "C", "H", "H", "H", "H", "C", "H", "O", "B", "H", "H", "O", "H", "H", "O", "H", "H", "H", "C", "C", "C", "H", "C", "H", "H", "P", "H", "P", "H", "H", "C", "H", "H"],
  "positions_angstrom": [[1.615, -1.310, -3.741], [0.477, -5.779, -1.474], [1.953, -6.631, -0.540], [-0.329, 0.601, -1.596], [1.725, -3.061, -2.955], [-3.826, 4.107, -2.332], [1.681, -6.288, 2.245], [-1.262, 3.112, 0.131], [-1.166, -2.735, -1.956], [0.233, -0.603, -0.941], [0.349, -2.659, -4.196], [2.758, 2.971, 0.628], [-1.457, 0.268, -3.519], [1.577, 0.837, 0.844], [-3.004, 5.143, -0.899], [-1.530, -2.878, -2.882], [-1.580, 0.364, 0.862], [3.964, 3.760, 1.478], [-5.125, 2.637, 3.337], [3.138, 0.888, -1.408], [-5.200, 3.418, 2.575], [1.723, 0.835, -3.379], [5.198, -4.502, -0.089], [5.942, -1.143, -1.795], [-6.406, 5.870, 1.704], [-1.763, -2.776, 3.101], [-1.233, -2.131, 0.991], [-2.500, 0.317, 0.422], [-0.962, -2.126, 2.510], [-0.844, -0.846, 0.337], [1.687, -0.496, -0.174], [2.202, -5.037, -1.657], [-5.246, 2.464, 0.874], [2.295, -2.839, 0.453], [4.480, -0.630, -0.465], [3.077, 3.048, -0.495], [1.200, -5.216, 2.270], [-6.452, 4.240, 2.775], [1.422, 2.512, -1.807], [4.955, 3.135, 1.274], [3.723, 3.606, 2.620], [1.699, -4.497, 3.052], [3.379, -3.176, 1.502], [-0.057, 2.456, -3.735], [-7.368, 3.707, 2.506], [-1.534, 4.823, -0.766], [-4.283, 4.015, 2.581], [2.828, -2.960, -0.581], [-2.447, -0.210, -1.996], [0.147, -2.521, 2.700], [0.984, -2.199, -3.319], [1.771, 3.535, 0.905], [4.876, -0.613, 0.804], [0.041, -1.830, -2.017], [4.060, 4.881, 1.149], [-1.013, 4.766, -1.725], [2.825, 1.568, 1.055], [-1.007, -1.053, 2.978], [-3.118, -2.300, -0.219], [1.728, -1.585, 0.806], [-3.577, 4.940, 0.011], [0.797, 1.630, 0.497], [0.077, -5.367, 2.643], [4.339, -3.879, 0.764], [-2.702, -2.472, 0.877], [1.495, -5.600, -0.878], [-6.527, 4.582, 3.811], [3.009, -0.255, -1.076], [1.241, 0.513, 1.945], [-2.082, 1.582, -2.347], [1.119, -4.389, 0.550], [3.001, -0.817, -2.132], [0.678, 1.568, -2.653], [-3.147, 6.189, -1.186], [-2.792, -3.632, 1.147], [-1.597, 0.486, -2.352], [-3.300, -1.890, 1.701], [-1.035, 5.559, -0.130]]
}

# 6
{
  "formula": "C19H40BrNO7",
  "method": "wB97M-V/def2-TZVPD",
  "smiles": "O=C1NCC[C@@H]1CCCBr.COCCOCCOC.COCCOCCOC",
  "homo_ev": -9.13,
  "e_above_lowest_ev": 3.928,
  "orbital_gap_ev": 9.5,
  "symbols": ["H", "H", "H", "C", "H", "C", "N", "C", "H", "H", "H", "C", "H", "H", "H", "H", "H", "C", "H", "C", "C", "O", "H", "O", "H", "H", "H", "H", "C", "O", "H", "H", "C", "H", "O", "C", "H", "C", "O", "H", "C", "C", "H", "H", "C", "O", "C", "Br", "O", "C", "H", "H", "H", "H", "H", "H", "H", "C", "H", "C", "H", "H", "H", "H", "H", "C", "H", "H"],
  "positions_angstrom": [[-4.299, -4.190, 1.888], [2.434, 3.838, -1.114], [3.822, 5.029, 1.324], [2.877, -2.117, -2.660], [0.485, 6.085, 4.902], [-4.104, -5.334, 1.726], [-3.925, -6.069, -0.628], [0.164, 5.149, 4.438], [-0.839, -2.600, 0.891], [0.808, 1.576, -0.657], [3.460, 7.163, 2.403], [-1.732, -3.260, 1.319], [-5.358, -4.600, -0.155], [3.838, -2.582, -2.414], [-0.792, 4.824, 4.855], [0.702, 4.193, -0.884], [-1.021, -5.025, 0.016], [-2.587, -5.889, 1.452], [-0.558, 7.224, 3.421], [1.598, 0.673, -3.209], [-2.785, -6.789, 0.060], [3.155, -1.220, -3.742], [2.261, 6.056, 3.010], [0.961, 0.086, -2.082], [0.921, 4.390, 4.662], [2.229, -3.786, -3.871], [1.860, -3.946, -2.139], [-2.673, -3.022, 0.650], [-2.073, -2.797, 2.856], [1.913, 4.741, 0.669], [2.461, 0.124, -5.084], [2.582, -1.564, -1.770], [1.721, 4.568, -0.728], [-0.381, -5.046, 1.793], [0.566, -2.735, -3.146], [-1.361, -4.847, 1.142], [1.248, -1.008, -4.557], [2.568, 6.595, 2.115], [1.590, 7.580, 1.760], [-5.973, -6.257, 0.465], [0.278, 7.106, 1.435], [1.365, 0.656, -0.845], [-2.839, -1.885, 2.787], [-0.540, -4.261, -3.990], [2.076, -0.397, -4.199], [-2.083, -7.848, -0.368], [-0.118, -3.293, -4.261], [-0.399, -2.188, 3.772], [0.064, 5.267, 3.026], [-0.510, 6.495, 2.601], [-2.190, -6.728, 2.202], [3.292, 6.219, 0.114], [2.453, 1.293, -2.912], [0.542, -3.393, -5.130], [-0.275, 7.990, 1.093], [-4.604, -5.797, 2.699], [-3.596, -5.295, -1.279], [1.887, -3.244, -2.979], [1.136, -0.063, -0.051], [2.975, 5.637, 0.990], [0.311, 6.433, 0.580], [0.867, 1.319, -3.697], [-1.530, 6.284, 2.279], [-2.652, -3.650, 3.435], [1.814, 5.517, -1.269], [-4.996, -5.619, 0.342], [2.441, 0.846, -0.819], [-0.931, -2.609, -4.533]]
}